Molecular formula: C68H119N17
Method: DFT, ωB97M-V/def2-TZVPD

```
204
Properties=species:S:1:pos:R:3
C 2.581 -0.665 -5.492
C 3.672 0.424 -5.614
C 4.427 0.825 -4.365
C 5.276 -0.168 -3.688
N 5.941 -0.832 -3.049
H 3.084 -1.668 -5.468
H 1.956 -0.738 -6.382
H 2.030 -0.541 -4.542
H 3.089 1.326 -6.000
H 4.298 0.192 -6.473
H 3.654 1.105 -3.628
H 5.026 1.709 -4.472
C 5.391 0.365 2.093
C 4.981 -0.240 0.736
C 4.092 0.715 -0.054
C 4.955 1.811 -0.483
N 5.664 2.575 -0.985
H 5.943 -0.370 2.719
H 4.493 0.651 2.603
H 6.032 1.230 2.057
H 4.372 -1.118 0.932
H 5.829 -0.547 0.140
H 3.251 1.056 0.621
H 3.675 0.297 -0.979
C -3.235 0.834 2.768
C -2.294 0.059 3.735
C -3.072 -0.462 5.004
C -4.202 -1.285 4.699
N -5.064 -1.963 4.398
H -3.826 1.551 3.292
H -3.843 0.118 2.199
H -2.561 1.356 2.046
H -1.451 0.632 4.053
H -1.935 -0.916 3.359
H -3.354 0.367 5.660
H -2.380 -1.076 5.597
C -7.534 -3.396 -0.060
C -6.709 -3.071 1.175
C -5.335 -2.389 0.893
C -5.622 -1.197 0.057
N -5.812 -0.264 -0.597
H -7.750 -2.473 -0.621
H -8.439 -3.921 0.157
H -6.885 -4.030 -0.681
H -6.590 -3.946 1.799
H -7.348 -2.407 1.761
H -4.558 -2.980 0.406
H -5.019 -2.049 1.898
C 3.836 2.675 5.318
C 5.070 2.682 6.143
C 5.323 1.501 7.162
C 4.163 1.316 8.045
N 3.197 1.265 8.718
H 2.983 2.391 5.881
H 4.008 1.982 4.501
H 3.631 3.650 4.903
H 4.889 3.541 6.794
H 5.912 2.828 5.536
H 6.164 1.788 7.829
H 5.445 0.520 6.706
C -0.291 1.835 11.095
C 0.017 2.220 9.728
C 0.123 0.947 8.836
C 0.137 1.311 7.434
N 0.183 1.589 6.324
H -0.479 2.676 11.780
H 0.531 1.288 11.593
H -1.129 1.137 11.187
H 0.949 2.793 9.638
H -0.776 2.903 9.307
H -0.799 0.313 9.059
H 1.056 0.446 8.996
C -2.307 -1.218 -1.091
C -1.055 -0.902 -1.891
C -0.278 0.372 -1.276
C 0.107 0.108 0.144
N 0.491 -0.179 1.199
H -2.812 -2.012 -1.629
H -2.978 -0.343 -1.011
H -2.193 -1.492 -0.013
H -1.345 -0.547 -2.862
H -0.393 -1.738 -1.899
H -0.898 1.270 -1.201
H 0.595 0.621 -1.843
C 3.557 5.341 0.217
C 2.525 5.598 -0.895
C 2.936 4.999 -2.273
C 2.509 3.589 -2.394
N 2.117 2.488 -2.485
H 3.148 5.726 1.113
H 4.399 5.964 -0.006
H 3.875 4.257 0.353
H 2.341 6.639 -1.054
H 1.598 5.155 -0.505
H 3.973 4.882 -2.418
H 2.465 5.497 -3.134
C 0.151 2.110 -6.279
C 0.335 3.649 -6.033
C 0.557 4.511 -7.304
C -0.691 4.486 -8.107
N -1.728 4.462 -8.618
H -0.741 1.963 -6.907
H 0.162 1.539 -5.350
H 0.969 1.807 -6.934
H 1.187 3.899 -5.363
H -0.587 4.056 -5.516
H 1.395 4.107 -7.891
H 0.706 5.554 -7.011
C 3.477 -4.525 -3.815
C 3.467 -4.763 -2.310
C 4.089 -3.567 -1.699
C 3.164 -2.432 -1.843
N 2.452 -1.515 -1.894
H 3.036 -3.598 -4.123
H 2.858 -5.272 -4.320
H 4.502 -4.596 -4.259
H 3.952 -5.703 -2.052
H 2.390 -4.851 -2.023
H 5.021 -3.211 -2.142
H 4.283 -3.684 -0.634
C -1.414 -1.286 -6.147
C -1.743 -2.149 -7.346
C -0.377 -2.619 -7.937
C 0.458 -3.341 -6.977
N 1.117 -3.835 -6.169
H -2.233 -0.756 -5.677
H -0.640 -0.570 -6.359
H -1.015 -1.965 -5.375
H -2.292 -1.553 -8.069
H -2.353 -2.999 -7.044
H 0.067 -1.698 -8.292
H -0.545 -3.297 -8.786
C 0.168 -6.439 -2.506
C -0.431 -5.195 -3.242
C -2.010 -5.215 -3.338
C -2.729 -5.019 -2.102
N -3.268 -4.844 -1.090
H 1.239 -6.413 -2.612
H -0.177 -7.354 -2.995
H -0.189 -6.396 -1.483
H -0.073 -5.121 -4.253
H -0.142 -4.291 -2.741
H -2.232 -6.175 -3.806
H -2.366 -4.394 -3.986
C -0.436 -3.978 3.214
C -0.698 -4.373 1.718
C 0.263 -3.726 0.765
C 1.645 -4.281 0.953
N 2.760 -4.530 1.115
H 0.569 -4.257 3.505
H -1.046 -4.535 3.982
H -0.607 -2.881 3.365
H -1.704 -4.018 1.406
H -0.704 -5.425 1.553
H 0.268 -2.639 0.878
H -0.050 -3.885 -0.272
C -3.444 3.088 -1.016
C -4.283 3.903 -2.015
C -4.915 5.152 -1.365
C -3.920 6.137 -0.894
N -3.051 6.857 -0.610
H -2.786 3.734 -0.381
H -2.889 2.308 -1.545
H -4.067 2.497 -0.328
H -5.009 3.225 -2.408
H -3.630 4.192 -2.813
H -5.525 4.786 -0.571
H -5.611 5.638 -2.019
C -1.119 3.797 4.205
C 0.356 3.631 3.930
C 0.631 2.794 2.679
C 0.213 3.321 1.366
N -0.167 3.650 0.335
H -1.535 4.435 3.441
H -1.352 4.142 5.201
H -1.542 2.802 4.084
H 0.797 3.095 4.767
H 0.830 4.595 3.798
H 0.078 1.829 2.761
H 1.711 2.643 2.530
C 2.658 -1.243 4.444
C 1.450 -1.535 5.293
C 1.684 -1.476 6.780
C 2.737 -2.306 7.191
N 3.631 -2.887 7.634
H 3.177 -0.350 4.784
H 2.391 -1.021 3.409
H 3.381 -2.083 4.476
H 0.855 -2.441 5.132
H 0.729 -0.765 5.084
H 0.746 -1.733 7.252
H 1.967 -0.431 7.184
C -5.443 1.148 -5.072
C -4.901 0.454 -3.824
C -5.252 -1.067 -3.655
C -4.890 -1.955 -4.738
N -4.580 -2.639 -5.629
H -5.268 2.265 -5.024
H -6.525 0.969 -5.191
H -5.024 0.696 -5.957
H -5.278 1.073 -2.998
H -3.789 0.513 -3.820
H -6.336 -1.139 -3.423
H -4.785 -1.434 -2.771
```

Computed properties:
DFT total energy in eV: -97773.8961
HOMO level in eV: -11.1138
Charge: 0
Max |F| in eV Å⁻¹: 3.5
Energy above the lowest of the compared OMol25 structures with the same formula, charge and spin in kcal/mol: 23.33
Multiplicity: 1